ORCA calculation (the ωB97M-V functional and the def2-TZVPD basis) on a structure of composition C37H105BeF6N8O15P in a non-equilibrium geometry.

```
173
Properties=species:S:1:pos:R:3:forces:R:3:mulliken_charge:R:1
Be -2.5989 -0.1387 -1.3940 -0.445 0.047 1.189 1.06
P -4.1406 3.7958 -0.9380 -0.316 1.727 0.997 1.65
F -5.3866 3.0204 -1.6860 -0.022 0.476 0.117 -0.46
F -5.1753 4.9592 -0.5327 -0.189 -0.036 -0.320 -0.37
F -4.5313 3.0453 0.4607 -0.264 -0.018 0.040 -0.51
F -2.9894 4.6348 -0.1745 0.199 -0.817 -0.370 -0.31
F -3.1378 2.5362 -1.2408 -0.090 0.680 -0.378 -0.77
F -3.8053 4.5151 -2.3270 0.250 -0.426 -0.050 -0.40
O 1.5157 -0.7287 -0.4141 1.873 0.222 -0.352 2.12
C 0.2783 -0.5316 -0.7915 -2.617 2.452 0.636 0.55
O -0.5569 -1.3538 -0.4132 -2.270 -2.297 0.016 -1.06
O -0.0801 0.5711 -1.2686 0.224 0.322 -1.394 -0.19
H 1.4108 -1.4238 0.2398 0.720 -0.150 0.503 -0.76
C 5.4839 0.0494 0.5562 -0.157 0.710 -0.105 -0.88
C 6.7502 0.2722 -0.3269 -0.645 -1.293 0.828 0.84
C 7.8153 1.1649 0.2707 -0.035 0.340 -0.162 -1.11
O 8.3138 0.6297 1.4726 -0.445 -0.206 -0.231 -0.31
C 9.0095 1.5332 2.2871 -0.307 -0.533 0.785 -0.83
N 7.3198 -1.0442 -0.5825 0.258 -0.692 -0.264 -0.71
H 4.6629 -0.5067 0.1037 0.277 -0.065 -0.691 -0.17
H 5.0145 0.9939 0.8312 0.143 0.207 0.105 -0.02
H 5.6373 -0.5069 1.4809 0.682 0.151 0.059 0.55
H 6.5023 0.6574 -1.3161 -0.349 0.372 0.116 0.16
H 7.4477 2.1855 0.3771 -0.073 0.239 0.320 0.42
H 8.6245 1.1809 -0.4593 0.291 0.258 -0.229 0.44
H 9.9080 1.9460 1.8283 -0.004 0.113 -0.155 0.30
H 9.2742 0.9449 3.1657 0.365 0.071 -0.020 0.27
H 8.3433 2.3049 2.6726 0.005 0.428 -0.284 0.34
H 8.1499 -0.9397 -1.1481 0.104 0.044 -0.467 0.29
H 7.7088 -1.4110 0.2744 -0.230 -0.113 0.437 0.31
C -4.5854 -4.4600 -0.8511 0.195 -0.244 -1.054 -1.72
C -3.6223 -3.3320 -1.1618 0.616 -0.075 -1.298 1.13
C -3.4842 -3.0194 -2.7554 0.125 -0.450 2.118 -1.19
O -2.4133 -2.1045 -2.9737 -0.985 0.575 1.886 0.58
C -2.0030 -1.8959 -4.2839 1.737 -0.033 -0.853 -0.59
N -4.0290 -2.1321 -0.4571 0.356 0.330 -1.615 0.39
H -4.6404 -4.6754 0.2160 0.140 0.065 -0.051 0.23
H -4.1734 -5.3161 -1.3855 -0.469 -0.473 0.152 0.51
H -5.5889 -4.2361 -1.2130 -0.152 -0.125 -0.069 0.39
H -2.6798 -3.7089 -0.7646 0.521 0.540 -0.365 -0.37
H -4.4219 -2.5986 -3.1186 -0.240 0.023 -0.040 0.21
H -3.2918 -3.9601 -3.2714 0.115 -0.050 -0.164 0.56
H -0.9940 -1.4889 -4.2166 0.050 0.229 0.151 -0.15
H -2.5506 -1.1765 -4.8928 -0.621 -0.324 0.177 0.07
H -1.8151 -2.8522 -4.7720 -0.559 -0.157 -0.313 0.50
H -5.0110 -2.1599 -0.6916 -0.636 1.118 -0.253 0.37
H -4.1282 -2.3642 0.5209 0.597 0.575 1.087 -0.33
C 3.4737 -3.6256 1.3904 -0.003 -0.530 -0.957 -2.07
C 2.0744 -3.5685 0.7284 0.305 -0.216 1.282 2.33
C 1.3526 -4.9376 0.6316 0.065 -0.931 -0.329 -1.17
O 1.3148 -5.5100 1.9007 0.000 -0.451 2.158 -0.38
C 0.5692 -6.7346 2.0309 1.444 0.691 -0.639 -0.77
N 1.2598 -2.7317 1.6428 -0.090 -0.426 -0.661 0.00
H 4.1679 -4.1332 0.7207 0.067 -0.376 0.077 0.47
H 3.4389 -4.1417 2.3498 -0.026 0.061 -0.077 0.33
H 3.9209 -2.6397 1.5170 -0.454 0.171 0.123 0.38
H 2.1641 -3.0561 -0.2294 -0.132 -0.409 -0.152 -0.72
H 1.7818 -5.7186 0.0039 0.608 0.390 -0.753 0.63
H 0.3032 -4.8887 0.3409 -0.250 0.831 -0.656 0.23
H 0.6334 -7.0727 3.0651 -0.588 0.567 0.082 0.26
H 1.1087 -7.5240 1.5076 -0.113 -0.130 -0.547 0.32
H -0.4180 -6.5927 1.5911 -0.281 -0.249 0.377 0.27
H 0.9296 -3.4133 2.3110 -0.131 0.084 0.718 0.74
H 0.4245 -2.4692 1.1393 -0.762 0.134 -0.084 -1.27
C -1.4016 1.9989 1.7163 0.202 -0.955 1.205 -2.00
C -2.3679 0.8292 2.0875 0.763 1.988 0.076 1.05
C -3.2109 1.1649 3.3278 1.591 1.112 -0.520 -1.36
O -3.8270 0.0432 3.8722 -0.579 -0.166 0.695 -0.36
C -4.3631 0.2418 5.1637 0.065 -0.544 0.960 -0.51
N -3.2535 0.7149 0.9513 0.134 -2.061 -1.130 0.08
H -0.8213 1.7577 0.8257 -0.405 0.032 -0.280 0.01
H -0.6471 2.0418 2.5018 0.022 0.464 0.174 0.73
H -1.9207 2.9526 1.6212 0.043 -0.018 -0.106 0.41
H -1.7286 -0.0073 2.3699 -0.327 -0.587 -0.643 -0.31
H -3.9397 1.9295 3.0589 -0.127 0.235 0.121 0.25
H -2.4638 1.5748 4.0075 -0.248 0.198 0.613 0.56
H -5.3050 0.7771 5.2840 -0.025 0.539 -0.852 0.35
H -3.6326 0.7045 5.8273 0.172 0.168 -0.084 0.36
H -4.6021 -0.7244 5.6080 0.261 -0.276 -0.302 -0.13
H -4.0153 0.1612 1.3163 -0.503 -0.563 -0.743 0.18
H -3.6510 1.6328 0.8116 0.056 0.167 -0.330 0.35
C 4.7130 -1.1335 -3.0803 -0.145 -0.586 -0.825 -1.20
C 3.2968 -1.3332 -3.7482 2.413 -1.019 1.501 0.30
C 2.7195 -2.7011 -3.3408 -0.359 0.075 -0.052 -0.61
O 1.2955 -2.7802 -3.6006 0.677 -1.338 -0.147 -0.26
C 0.7793 -4.0624 -3.1393 -0.741 1.527 0.217 -0.20
N 2.5309 -0.2705 -3.1938 -1.734 0.743 -0.620 0.12
H 5.1643 -0.2052 -3.4306 -0.106 0.034 -0.194 0.41
H 5.4211 -1.9374 -3.2815 -0.033 -0.082 -0.159 0.49
H 4.6719 -1.0458 -1.9946 -0.400 -0.150 0.019 -0.03
H 3.4016 -1.3034 -4.8327 -0.215 0.346 -0.069 0.41
H 2.8754 -2.8200 -2.2686 0.009 -0.027 0.301 -0.09
H 3.2257 -3.5334 -3.8298 0.130 -0.016 -0.237 0.65
H 1.0395 -4.9825 -3.6626 0.932 0.290 -0.267 0.36
H -0.3028 -4.0151 -3.2618 -0.076 0.287 0.153 -0.11
H 0.9894 -4.1103 -2.0709 0.052 -0.423 0.050 -0.01
H 1.5939 -0.6435 -3.2481 -0.855 0.676 -0.134 -0.14
H 2.6514 -0.2066 -2.1931 0.468 -0.060 0.189 -0.56
C -2.4049 -3.2419 2.5109 -0.210 -0.584 0.195 -1.02
C -3.8982 -3.2824 2.8964 1.353 1.157 -0.028 0.66
C -4.0406 -3.4245 4.4267 0.810 -0.699 -0.797 -1.25
O -5.3795 -3.4253 4.7295 -2.438 0.010 0.815 -0.35
C -5.8031 -3.4779 6.1349 1.418 -0.534 -1.646 -0.73
N -4.5196 -2.1051 2.3755 -1.394 0.329 -0.533 -0.25
H -2.1973 -3.1970 1.4418 -0.444 -0.138 -0.190 -0.12
H -1.9932 -4.1804 2.8823 0.606 0.138 0.095 0.64
H -1.8756 -2.3692 2.8936 -0.098 -0.098 0.499 0.06
H -4.3593 -4.1046 2.3492 -0.061 -0.500 0.555 0.17
H -3.5255 -2.6684 5.0192 0.400 0.356 -0.321 0.38
H -3.5236 -4.3727 4.5742 -0.137 -0.518 0.886 0.52
H -6.8819 -3.6256 6.1830 0.172 0.203 -0.254 0.21
H -5.4831 -2.5685 6.6436 -0.081 -0.028 0.169 0.25
H -5.2980 -4.3594 6.5299 -0.108 0.070 0.579 0.33
H -4.2508 -1.2718 2.8790 0.467 -0.001 0.149 0.15
H -5.5022 -2.1749 2.5981 -0.450 -0.028 -0.106 0.31
C -6.2102 0.7929 -4.1517 -0.956 -0.387 -0.987 -1.73
C -4.8521 0.4950 -3.6233 1.159 0.037 -0.669 0.99
C -3.7676 1.4415 -4.1809 0.039 -0.549 1.123 -1.26
O -2.4895 1.0256 -3.6619 -0.330 -0.519 0.748 0.89
C -1.3449 1.6169 -4.2647 0.296 -0.263 -0.701 -0.86
N -4.8965 0.5765 -2.1819 0.722 -1.133 0.537 -0.37
H -6.2839 0.6083 -5.2234 0.078 0.295 -0.175 0.44
H -6.5915 1.7864 -3.9157 0.220 0.084 0.005 0.33
H -6.8942 0.0598 -3.7242 -0.232 0.046 0.167 0.46
H -4.6126 -0.5493 -3.8241 0.255 -0.024 -0.568 -0.49
H -4.0140 2.4230 -3.7758 0.172 0.347 -0.337 0.20
H -3.7464 1.4370 -5.2706 -0.006 0.023 -0.071 0.57
H -1.2060 2.6806 -4.0716 -0.254 -0.029 0.325 0.14
H -1.4034 1.4667 -5.3428 -0.258 0.156 -0.321 0.59
H -0.4395 1.0760 -3.9896 -0.233 0.069 0.617 -0.16
H -5.6925 -0.0082 -1.9710 0.165 -0.849 0.688 0.35
H -5.3266 1.4706 -1.9928 0.775 0.550 0.629 0.32
C 1.0479 5.2423 1.3073 -0.152 0.197 0.077 -1.21
C 2.3581 5.0001 2.0186 -0.359 2.392 -0.095 0.95
C 2.5715 5.7932 3.3205 -0.068 0.087 -0.655 -0.87
O 2.4084 7.1878 3.1843 -0.059 0.227 0.188 -0.33
C 2.4852 7.8194 4.4493 -0.171 0.929 -0.598 -0.79
N 2.4526 3.6269 2.3009 0.371 -1.162 0.612 -0.42
H 0.2955 4.6232 1.7958 -0.328 0.189 -0.028 0.15
H 1.1536 4.9110 0.2743 -0.149 -0.047 -0.023 0.12
H 0.7695 6.2961 1.2956 -0.094 -0.065 0.079 0.43
H 3.1212 5.2814 1.2929 0.489 0.559 0.031 0.14
H 3.6164 5.6573 3.5996 0.149 -0.526 0.525 0.40
H 1.8778 5.4627 4.0935 0.059 -0.528 0.118 0.35
H 3.2602 7.4401 5.1153 0.224 -0.272 -0.170 0.32
H 1.5416 7.8218 4.9949 -0.280 -0.418 -0.005 0.31
H 2.6899 8.8685 4.2353 0.167 0.044 0.098 0.26
H 3.4307 3.4567 2.4863 0.217 -0.592 0.214 0.28
H 2.2538 3.1935 1.4105 -0.016 -0.789 0.102 -0.10
C 2.0072 2.3815 -5.5577 -1.052 0.685 0.075 -0.71
O 1.8339 2.5684 -4.1521 0.292 -0.040 -0.705 -0.28
H 2.1163 3.3569 -6.0318 0.816 -0.021 0.063 0.31
H 2.7943 1.6525 -5.7502 0.095 0.316 -0.280 0.26
H 1.0688 2.0550 -6.0060 -0.146 -0.626 -0.010 0.20
H 2.2284 1.7621 -3.8117 -0.044 -0.505 0.940 0.21
C 3.3109 2.6815 -1.0352 -0.176 0.044 -0.303 -0.68
O 2.3358 2.2511 -0.1092 0.213 -0.001 0.246 0.88
H 4.1344 3.1946 -0.5386 -0.060 -0.173 0.379 0.37
H 3.6989 1.8023 -1.5495 0.284 0.155 -0.342 -0.03
H 2.8809 3.4063 -1.7265 0.025 -0.107 -0.301 0.21
H 1.7343 1.6490 -0.5533 -0.414 -0.075 -0.159 -0.68
C -0.5212 4.5840 -1.9192 -0.745 -0.028 -0.399 -0.54
O 0.6382 4.8288 -2.7209 -0.359 0.579 0.926 -0.63
H -1.3969 4.3604 -2.5286 0.043 -0.200 -0.312 0.39
H -0.4852 3.8038 -1.1590 0.689 -0.327 -0.117 0.02
H -0.8604 5.4616 -1.3688 0.698 0.387 -0.184 0.41
H 0.9728 4.0398 -3.1535 -0.176 -0.500 0.029 0.29
C 2.4603 0.2067 2.7229 -0.427 -0.511 0.213 0.19
O 2.1907 -0.9002 3.5625 0.517 0.004 0.943 -0.70
H 3.3125 0.7695 3.1040 -0.094 0.060 0.057 0.33
H 2.6987 -0.1642 1.7260 -0.021 0.396 -0.210 -0.39
H 1.5560 0.8151 2.7318 0.266 0.509 -0.462 0.04
H 1.9137 -1.6239 2.9958 -0.128 -0.191 -0.350 0.42
```
Positions in Å, forces in eV/Å.

Total energy in eV: -108700.221
HOMO-LUMO gap in eV: 7.99
Charge: 0
Spin multiplicity: 1